Entry 1:
{
  "formula": "C3H8O4S3",
  "method": "the ωB97M-V functional and the def2-TZVPD basis",
  "gap_ev": [8.32, 8.32],
  "energy_ev": -43933.3252,
  "charge": 0,
  "relative_energy_ev": 0.470,
  "homo_energy_ha": [-0.36932, -0.36933],
  "e_lumo_ev": [-1.73, -1.73],
  "species": ["S", "S", "S", "O", "O", "O", "O", "C", "C", "C", "H", "H", "H", "H", "H", "H", "H", "H"],
  "coordinates": [[-0.30218, 1.96290, -0.01438], [2.47005, 0.02702, -0.40926], [2.00182, 1.44322, 0.97468], [1.20141, -0.22954, -1.00672], [-0.80688, 3.12138, 0.74001], [0.13240, 2.12930, -1.35862], [3.55748, 0.35153, -1.31310], [2.97447, -1.55324, 0.34696], [-1.41685, 0.47422, 0.20675], [-2.72448, 1.02942, -0.25599], [-3.51100, 0.27102, -0.23308], [2.17549, -1.96000, 0.84201], [3.76269, -1.27751, 1.04767], [-2.54359, 1.37112, -1.27111], [-1.21114, -0.06146, 1.16975], [-2.96475, 1.87173, 0.46331], [3.23671, -2.17782, -0.46817], [-0.92517, -0.38504, -0.36595]],
  "forces_ev_per_a": [[1.34, 1.17, 1.64], [1.27, -1.28, -1.59], [-1.20, 0.51, 0.26], [-1.26, -0.84, -0.72], [0.85, -2.39, -0.93], [-0.77, 0.17, -0.13], [-0.45, 0.36, 1.22], [1.22, 2.80, 0.18], [2.78, -2.29, -0.01], [-0.43, 0.55, 1.36], [0.11, 0.14, -0.04], [-2.06, -0.84, 1.35], [0.26, -0.53, -0.21], [-0.54, 0.25, -0.09], [-0.85, 1.65, 0.13], [-0.20, -0.85, -1.20], [0.65, -0.34, -0.76], [-0.75, 1.78, -0.45]],
  "nbo_charge": [2.0214, 1.9763, -0.3222, -0.9999, -0.8557, -0.8366, -0.9157, -0.8145, -0.5887, -0.6539, 0.2437, 0.2235, 0.2361, 0.2359, 0.2626, 0.2429, 0.2523, 0.2925]
}

=====

Entry 2:
{
  "formula": "C3H8O5",
  "method": "the ωB97M-V functional and the def2-TZVPD basis",
  "gap_ev": 11.07,
  "energy_ev": -13474.7884,
  "charge": 0,
  "relative_energy_ev": 1.454,
  "homo_energy_ha": -0.37645,
  "e_lumo_ev": 0.83,
  "species": ["O", "O", "O", "O", "O", "C", "C", "C", "H", "H", "H", "H", "H", "H", "H", "H"],
  "coordinates": [[0.05860, 0.14370, -0.92679], [0.70215, 1.13656, -0.14836], [2.87163, 0.31643, 0.75529], [1.49574, 1.86823, 1.72489], [-0.72074, -1.37928, 0.65419], [1.62713, 0.68058, 1.11841], [-1.99451, -0.90298, -1.36846], [-1.07661, -0.38389, -0.27052], [-1.56206, 0.39790, 0.32366], [1.11341, -0.14669, 1.60987], [1.11993, 2.41077, 0.92970], [-2.33665, -0.07966, -1.99086], [3.31187, 1.06185, 0.31995], [-0.30206, -2.10770, 0.17576], [-2.85106, -1.39790, -0.91547], [-1.45678, -1.61791, -1.99126]],
  "forces_ev_per_a": [[0.31, -0.13, -0.22], [0.71, -1.26, 1.08], [-0.02, -0.08, -0.30], [-0.25, 2.12, -1.19], [0.08, -0.07, 0.06], [-1.72, -0.41, -1.68], [0.25, 0.09, 0.20], [-0.22, 0.15, 0.07], [0.16, -0.03, -0.11], [0.17, 0.07, -0.16], [0.65, -0.46, 2.21], [0.00, 0.00, -0.04], [-0.07, -0.03, 0.13], [-0.06, 0.08, 0.00], [0.01, 0.00, 0.01], [0.01, -0.03, -0.06]],
  "nbo_charge": [-0.2745, -0.3883, -0.6790, -0.7061, -0.7239, 0.6154, -0.6468, 0.3414, 0.1670, 0.1721, 0.5033, 0.2259, 0.4852, 0.4709, 0.2241, 0.2132]
}

=====

Entry 3:
{
  "formula": "C3H8OS",
  "method": "the ωB97M-V functional and the def2-TZVPD basis",
  "gap_ev": 9.46,
  "energy_ev": -16122.2488,
  "charge": 0,
  "relative_energy_ev": 0.989,
  "homo_energy_ha": -0.31814,
  "e_lumo_ev": 0.81,
  "species": ["S", "O", "C", "C", "C", "H", "H", "H", "H", "H", "H", "H", "H"],
  "coordinates": [[1.16390, 0.40676, 0.72880], [-1.84279, 0.90200, -2.36256], [1.25816, -1.35282, 1.19972], [-0.60513, 0.78958, 0.94647], [-0.68046, 0.62236, -2.42739], [1.56596, -1.93921, 0.34055], [-0.86122, 0.57565, 1.98179], [-1.23503, 0.30605, 0.20806], [0.08073, 0.75500, -1.63323], [-0.72740, 1.86531, 0.81203], [-0.26063, 0.19868, -3.35783], [1.88346, -1.43265, 2.08173], [0.26045, -1.69671, 1.48186]],
  "forces_ev_per_a": [[-0.11, 0.12, -0.04], [-0.18, 0.12, 0.43], [-0.86, 0.45, 0.04], [0.53, 0.22, 0.25], [0.64, -0.15, -0.62], [0.36, -0.11, 0.18], [-0.32, -0.20, -0.13], [-0.11, -0.27, 0.16], [-0.45, 0.12, 0.13], [0.18, -0.02, -0.06], [-0.02, -0.08, -0.12], [0.31, -0.27, -0.19], [0.04, 0.07, -0.03]],
  "nbo_charge": [0.1484, -0.5044, -0.7394, -0.7416, 0.2752, 0.2228, 0.2197, 0.2207, 0.1242, 0.2344, 0.0918, 0.2255, 0.2226]
}

=====

Entry 4:
{
  "formula": "C3H8OS",
  "method": "the ωB97M-V functional and the def2-TZVPD basis",
  "gap_ev": 9.59,
  "energy_ev": -16121.5380,
  "charge": 0,
  "relative_energy_ev": 1.699,
  "homo_energy_ha": -0.33049,
  "e_lumo_ev": 0.60,
  "species": ["S", "O", "C", "C", "C", "H", "H", "H", "H", "H", "H", "H", "H"],
  "coordinates": [[-1.26309, 0.21361, 0.86914], [1.81302, -0.34649, 1.35446], [1.40206, 0.75757, -0.73279], [1.73347, 0.79177, 0.56446], [-1.46478, -0.96741, -0.52297], [-2.53358, 0.33252, 1.09708], [-0.68385, -1.09053, -1.25991], [0.84473, -0.62125, 1.28149], [1.79710, 1.76035, 1.09858], [1.06895, 1.73611, -1.20002], [-1.76237, -1.95396, -0.10081], [-2.30629, -0.50803, -1.08960], [1.35463, -0.10424, -1.35910]],
  "forces_ev_per_a": [[1.34, -0.11, -0.65], [-1.70, 0.15, -0.57], [-0.03, 2.35, 0.36], [-0.33, 0.36, -0.76], [-2.08, -0.02, 0.11], [-1.22, -0.12, 0.34], [0.64, 0.30, 0.49], [1.87, -0.23, 0.70], [0.09, -0.72, -0.23], [0.84, -1.28, 0.49], [0.23, 0.70, -0.54], [0.41, -0.77, 0.25], [-0.06, -0.62, 0.00]],
  "nbo_charge": [-0.0592, -0.7172, -0.4983, 0.1375, -0.7362, 0.1246, 0.2351, 0.4864, 0.1733, 0.2098, 0.2213, 0.2244, 0.1984]
}

=====

Entry 5:
{
  "formula": "C3H8OS",
  "method": "the ωB97M-V functional and the def2-TZVPD basis",
  "gap_ev": 8.72,
  "energy_ev": -16121.6151,
  "charge": 0,
  "relative_energy_ev": 1.622,
  "homo_energy_ha": -0.30726,
  "e_lumo_ev": 0.35,
  "species": ["S", "O", "C", "C", "C", "H", "H", "H", "H", "H", "H", "H", "H"],
  "coordinates": [[0.06684, 0.27736, -0.74756], [-0.61066, -0.24936, 2.34032], [0.11465, -0.07322, -2.50311], [1.13847, -1.02758, -0.33122], [-0.97934, 0.93683, 2.50023], [1.10651, -1.17413, 0.75746], [1.11309, -0.34169, -2.99235], [0.77030, -2.01943, -0.71575], [2.13657, -0.79643, -0.73755], [-1.73551, 1.21497, 1.78578], [-0.57811, -0.89677, -2.63645], [-0.32109, 0.81881, -3.13483], [-0.31862, 1.73559, 2.91667]],
  "forces_ev_per_a": [[-0.35, 1.04, -0.58], [-0.72, 3.02, 1.69], [-0.42, 1.45, -2.41], [0.41, -1.96, 0.57], [2.48, -3.17, -2.54], [0.45, 0.35, -0.25], [-1.13, 0.46, 1.13], [0.36, 0.95, 0.00], [-0.24, -0.41, 0.47], [-1.17, 0.77, 0.32], [0.07, -0.26, -0.39], [0.83, -1.59, 1.39], [-0.57, -0.64, 0.59]],
  "nbo_charge": [0.2184, -0.5088, -0.7757, -0.7824, 0.2429, 0.2523, 0.2195, 0.2118, 0.2142, 0.1333, 0.2128, 0.2300, 0.1317]
}

=====

Entry 6:
{
  "formula": "C3H8OS",
  "method": "the ωB97M-V functional and the def2-TZVPD basis",
  "gap_ev": 9.82,
  "energy_ev": -16122.3761,
  "charge": 0,
  "relative_energy_ev": 0.861,
  "homo_energy_ha": -0.33214,
  "e_lumo_ev": 0.78,
  "species": ["S", "O", "C", "C", "C", "H", "H", "H", "H", "H", "H", "H", "H"],
  "coordinates": [[-2.37008, 1.39353, -0.28501], [1.81693, -4.25758, 1.26199], [1.44729, -5.01127, 0.40405], [-0.79763, 1.95672, 0.40534], [-0.04537, 2.93382, -0.46288], [2.12439, -5.30105, -0.41375], [-0.66562, 3.77991, -0.77568], [0.83595, 3.34060, 0.03886], [0.34204, 2.48117, -1.37465], [-1.86932, 0.61799, -1.25321], [-0.18018, 1.09967, 0.67340], [0.41623, -5.42644, 0.41807], [-1.05462, 2.39294, 1.36345]],
  "forces_ev_per_a": [[-0.16, -0.06, 0.01], [-0.04, -0.05, -0.04], [-0.13, 0.20, 0.32], [0.24, -0.24, 0.20], [0.34, 0.53, -0.38], [-0.08, -0.15, -0.14], [-0.02, -0.16, 0.15], [-0.09, -0.03, 0.22], [-0.17, -0.23, -0.07], [0.06, 0.00, -0.05], [-0.01, -0.09, -0.19], [0.26, 0.00, -0.14], [-0.19, 0.28, 0.12]],
  "nbo_charge": [-0.0402, -0.4913, 0.2725, -0.5205, -0.6190, 0.1094, 0.2142, 0.2111, 0.2064, 0.1135, 0.2153, 0.1094, 0.2191]
}

=====

Entry 7:
{
  "formula": "C3H8OS",
  "method": "the ωB97M-V functional and the def2-TZVPD basis",
  "gap_ev": 9.90,
  "energy_ev": -16122.1240,
  "charge": 0,
  "relative_energy_ev": 1.113,
  "homo_energy_ha": -0.33331,
  "e_lumo_ev": 0.83,
  "species": ["S", "O", "C", "C", "C", "H", "H", "H", "H", "H", "H", "H", "H"],
  "coordinates": [[-1.27717, 2.20626, -0.54157], [1.60046, -1.05204, 1.03207], [0.74232, -1.88314, 0.90634], [0.58410, 1.71457, -0.75347], [-0.63415, -1.63952, 0.39293], [0.83811, -2.77634, 1.64713], [1.03258, 2.38925, -1.47940], [-1.26464, -1.57983, 1.36231], [-1.35034, 3.21996, -1.46029], [1.10087, 1.86325, 0.15128], [-0.73701, -0.69484, -0.13489], [0.50046, 0.62849, -0.94669], [-1.13560, -2.39606, -0.17574]],
  "forces_ev_per_a": [[1.31, 0.33, -0.44], [0.25, 0.27, -1.04], [-0.23, -0.76, 3.03], [-2.33, -0.07, -0.51], [-1.20, 0.71, 1.25], [-0.13, 0.36, -1.56], [-0.13, -0.61, -0.40], [0.94, 0.06, -1.36], [0.22, -0.63, 0.50], [0.33, 0.13, 1.27], [0.07, 0.02, 0.09], [0.72, 0.95, -0.47], [0.19, -0.76, -0.37]],
  "nbo_charge": [-0.1376, -0.5208, 0.4321, -0.6587, -0.7225, 0.0986, 0.2245, 0.2470, 0.1353, 0.2175, 0.2286, 0.2177, 0.2384]
}

=====

Entry 8:
{
  "formula": "C3H8OS2",
  "method": "the ωB97M-V functional and the def2-TZVPD basis",
  "gap_ev": 9.73,
  "energy_ev": -26957.3147,
  "charge": 0,
  "relative_energy_ev": 1.294,
  "homo_energy_ha": -0.33341,
  "e_lumo_ev": 0.66,
  "species": ["S", "S", "O", "C", "C", "C", "H", "H", "H", "H", "H", "H", "H", "H"],
  "coordinates": [[-2.20856, -0.88937, 0.54678], [-1.06467, 1.90778, -0.11789], [1.67217, 0.45640, 0.93626], [-0.23663, -0.28783, -1.35851], [0.50769, -0.23145, 1.21196], [-0.71760, 0.16300, 0.04583], [0.66080, -1.34756, 1.22045], [2.20420, -0.02123, 0.34884], [-0.29861, -1.41305, -1.43633], [-2.99124, 0.21475, 0.76755], [-0.75556, 0.06196, -2.16293], [0.73002, -0.01737, -1.41612], [0.25887, 0.21997, 2.17833], [-0.62508, 2.43857, 1.10654]],
  "forces_ev_per_a": [[0.11, 1.53, -0.05], [0.40, 0.97, 1.25], [-0.03, 1.14, 0.71], [-1.62, -3.46, 3.14], [-1.75, 0.75, -1.49], [1.23, -1.92, 1.29], [-0.49, 1.04, 0.10], [1.24, -0.98, -1.41], [0.14, 1.02, 0.21], [0.31, -0.82, -0.03], [-1.68, 1.34, -1.94], [3.49, 1.03, -0.56], [-0.90, -0.79, -0.12], [-0.44, -0.84, -1.11]],
  "nbo_charge": [-0.0806, -0.0028, -0.7091, -0.6287, -0.0499, -0.2907, 0.1781, 0.4662, 0.2084, 0.1496, 0.2217, 0.2015, 0.1924, 0.1439]
}

=====

Entry 9:
{
  "formula": "C3H8OS2",
  "method": "the ωB97M-V functional and the def2-TZVPD basis",
  "gap_ev": 5.94,
  "energy_ev": -26954.3404,
  "charge": 0,
  "relative_energy_ev": 4.268,
  "homo_energy_ha": -0.34651,
  "e_lumo_ev": -3.49,
  "species": ["S", "S", "O", "C", "C", "C", "H", "H", "H", "H", "H", "H", "H", "H"],
  "coordinates": [[-2.91712, 0.73231, -0.86833], [3.08178, -0.67943, -0.43760], [-1.54086, 0.03904, 1.86846], [-0.52788, 0.50125, 0.99292], [0.50433, -0.49868, 0.53751], [1.41136, -0.07457, -0.65832], [-0.21350, 1.51681, 1.28832], [1.05882, -0.95527, 1.37602], [0.96872, -0.62996, -1.46260], [1.40603, 1.01375, -0.80381], [-0.06573, -1.38366, 0.20090], [3.50668, -0.57465, -1.70091], [-1.12793, 0.77605, 0.03796], [-2.27566, -0.13044, 1.25833]],
  "forces_ev_per_a": [[1.13, -0.01, 0.48], [0.53, -0.21, 0.44], [1.03, -0.07, -0.45], [-1.34, 0.70, -0.09], [0.03, -1.23, 0.06], [-0.87, 0.13, 0.85], [0.39, -0.54, 0.11], [0.02, 0.79, 0.04], [-0.01, 0.41, -0.90], [-0.11, -0.36, -0.13], [0.05, 0.36, 0.05], [-0.11, 0.07, -0.09], [-0.43, 0.21, -0.93], [-0.31, -0.25, 0.55]],
  "nbo_charge": [-0.1801, -0.0234, -0.7126, 0.0686, -0.4610, -0.5336, 0.2027, 0.2420, 0.2273, 0.2165, 0.2248, 0.1259, 0.1109, 0.4920]
}

=====

Entry 10:
{
  "formula": "C3H8OSn",
  "method": "the ωB97M-V functional and the def2-TZVPD basis",
  "gap_ev": 2.58,
  "energy_ev": -11096.0819,
  "charge": 2,
  "relative_energy_ev": 2.903,
  "homo_energy_ha": -0.58781,
  "e_lumo_ev": -13.41,
  "species": ["Sn", "O", "C", "C", "C", "H", "H", "H", "H", "H", "H", "H", "H"],
  "coordinates": [[-4.60640, 2.17883, -2.76415], [-0.99944, 0.75688, 0.08695], [0.00219, -1.32087, 0.69891], [1.33582, 0.55260, -0.07227], [0.02648, -0.12450, -0.26575], [1.47410, 1.02863, 0.89849], [-0.73481, -2.07449, 0.42143], [2.22690, -0.03710, -0.28750], [-0.16381, -1.02556, 1.73493], [-0.00093, -0.40288, -1.31925], [-0.88561, 0.99735, 1.00935], [0.98128, -1.79677, 0.75364], [1.34419, 1.26784, -0.89474]],
  "forces_ev_per_a": [[0.14, -0.05, 0.12], [-1.16, 0.31, -1.13], [0.19, -0.89, 0.17], [1.57, 1.23, -0.90], [0.64, -1.23, 1.17], [-0.16, 0.05, -0.04], [-0.14, 0.10, 0.00], [-0.32, -0.53, 0.24], [-0.30, 0.32, -0.04], [-0.78, -0.10, 0.12], [0.11, 0.07, 0.35], [-0.03, -0.07, -0.41], [0.24, 0.78, 0.35]],
  "nbo_charge": [1.7099, -0.6345, -0.6213, -0.6194, 0.0846, 0.2256, 0.2338, 0.2499, 0.2217, 0.1933, 0.4900, 0.2443, 0.2223]
}

=====

Question: What is the formula in the sixth record?
Answer: C3H8OS